Record 1
This record from the Open Molecules 2025 dataset describes 2 unconnected molecules or ions with the total composition C7H15N2P at a distorted geometry. The level of theory is ωB97M-V with the def2-TZVPD basis set.

Structure (ORCA input):
```
! wB97M-V def2-TZVPD RIJCOSX def2/J DEFGRID3
* xyz 0 1
C 0.02 -2.03 0.99
C -1.81 1.81 -0.09
C -1.35 0.76 -0.73
C -0.65 -3.30 1.46
C -2.23 1.75 1.33
C -1.16 0.81 -2.20
C 3.93 0.17 -0.57
N 0.90 -1.41 0.63
N 1.70 -0.57 0.51
P 2.12 0.37 -0.86
H -2.32 2.64 -0.64
H -1.12 -0.09 -0.22
H -0.25 -3.58 2.37
H -0.51 -4.12 0.79
H -1.83 -3.07 1.47
H -3.33 1.47 1.47
H -2.23 2.78 1.79
H -1.66 1.09 1.86
H -0.32 1.44 -2.48
H -2.11 1.18 -2.58
H -0.89 -0.25 -2.51
H 4.12 -0.29 0.39
H 4.43 1.25 -0.65
H 4.34 -0.36 -1.38
H 2.19 1.56 -0.17
*
```

Computed properties:
* strongest force on any atom: 5.73 eV/Å
* E_LUMO: 0.0276 Ha
* DFT total energy: -726.3871 Ha

Record 2
This record from the Open Molecules 2025 dataset describes 10 unconnected molecules or ions with the total composition C12H28Cl18FOP. The level of theory is ωB97M-V with the def2-TZVPD basis set.

Structure (ORCA input):
```
! wB97M-V def2-TZVPD RIJCOSX def2/J DEFGRID3
* xyz 0 1
C 0.92 1.42 -0.22
C 0.41 1.81 -1.60
F -1.02 1.83 -1.60
C 0.90 0.89 -2.71
P 2.12 1.88 -3.78
O 3.23 2.82 -4.74
H 0.38 0.54 0.14
H 1.99 1.20 -0.33
H 0.79 2.23 0.50
H 0.74 2.84 -1.78
H 0.07 0.57 -3.34
H 1.48 0.04 -2.33
H 2.54 0.73 -4.47
H 1.05 2.64 -4.32
H 2.75 2.37 -2.62
H 3.12 3.74 -4.42
C -0.66 -2.63 0.63
Cl -0.11 -1.55 1.92
Cl 0.12 -2.25 -0.91
H -0.43 -3.65 0.89
H -1.73 -2.50 0.51
C -3.37 4.08 1.20
Cl -3.57 5.80 1.55
Cl -2.93 3.16 2.65
H -4.31 3.69 0.82
H -2.59 3.96 0.47
C 5.19 1.23 -6.88
Cl 5.05 1.48 -8.63
Cl 5.07 -0.48 -6.47
H 6.15 1.60 -6.56
H 4.39 1.77 -6.39
C -5.00 1.35 5.33
Cl -6.33 0.19 5.39
Cl -3.51 0.70 6.05
H -4.80 1.59 4.29
H -5.28 2.23 5.88
C 3.24 -5.56 1.11
Cl 2.60 -3.98 1.56
Cl 2.36 -6.26 -0.26
H 4.28 -5.45 0.83
H 3.14 -6.23 1.95
C -0.43 -4.46 5.27
Cl -0.65 -2.90 6.07
Cl 0.32 -4.34 3.67
H 0.22 -5.07 5.88
H -1.41 -4.93 5.17
C 1.44 -4.39 8.79
Cl 2.78 -4.07 9.89
Cl 1.82 -5.68 7.64
H 0.58 -4.69 9.37
H 1.22 -3.48 8.24
C -8.43 -0.06 1.66
Cl -9.66 0.17 2.91
Cl -7.05 1.04 1.88
H -8.07 -1.08 1.71
H -8.87 0.14 0.69
C 3.55 4.66 -9.70
Cl 3.62 4.78 -7.94
Cl 3.48 6.25 -10.48
H 4.44 4.14 -10.05
H 2.66 4.10 -9.97
*
```

Computed properties:
* strongest force on any atom: 0.86 eV/Å
* SMILES string: C[C@H](F)C[PH3]O.ClCCl.ClCCl.ClCCl.ClCCl.ClCCl.ClCCl.ClCCl.ClCCl.ClCCl
* E_LUMO: 0.0159 Ha
* DFT total energy: -9273.8524 Ha

Record 3
This record from the Open Molecules 2025 dataset describes 2 unconnected molecules or ions with the total composition C21H21FN2O6S3 at a distorted geometry. The level of theory is ωB97M-V with the def2-TZVPD basis set.

Structure (ORCA input):
```
! wB97M-V def2-TZVPD RIJCOSX def2/J DEFGRID3
* xyz 0 1
C 0.34 -4.27 4.79
C -0.66 -4.46 5.76
C -0.88 -3.49 6.74
C -0.12 -2.32 6.70
S -0.33 -1.06 7.95
N -1.54 0.06 7.14
F -0.82 0.75 6.01
S -1.96 1.35 8.36
C -3.23 2.23 7.45
C -2.82 3.31 6.68
C -3.77 4.02 5.95
C -5.13 3.67 6.05
C -5.53 2.59 6.86
C -4.57 1.87 7.58
O -2.60 0.67 9.45
O -0.84 2.23 8.55
O -1.03 -1.67 9.05
O 0.91 -0.36 8.12
C 0.88 -2.11 5.76
C 1.09 -3.08 4.78
H 0.52 -5.04 4.03
H -1.27 -5.37 5.76
H -1.63 -3.62 7.53
H -1.76 3.56 6.65
H -3.44 4.84 5.31
H -5.88 4.23 5.48
H -6.58 2.30 6.92
H -4.85 1.03 8.23
H 1.46 -1.19 5.80
H 1.85 -2.90 4.01
C -2.33 2.22 3.19
S -1.08 3.13 2.21
C -0.76 4.67 3.16
C 0.32 2.20 2.47
C 0.63 1.09 1.67
C 1.86 0.38 1.93
C 2.19 -0.77 1.24
C 1.34 -1.24 0.21
N 1.65 -2.45 -0.46
O 0.88 -2.85 -1.36
O 2.67 -3.08 -0.11
C 0.16 -0.53 -0.12
C -0.18 0.62 0.58
H -2.58 1.33 2.60
H -1.90 1.93 4.16
H -3.23 2.84 3.31
H -0.04 5.25 2.56
H -1.70 5.23 3.24
H -0.34 4.43 4.15
H 1.09 2.64 3.11
H 2.54 0.80 2.68
H 3.10 -1.33 1.46
H -0.46 -0.92 -0.92
H -1.05 1.19 0.24
*
```

Computed properties:
* strongest force on any atom: 2.60 eV/Å
* E_LUMO: -0.0169 Ha
* DFT total energy: -2667.8999 Ha

Record 4
This record from the Open Molecules 2025 dataset describes a molecular structure, C22H21ClFeN8. The level of theory is ωB97M-V with the def2-TZVPD basis set.

Structure (ORCA input):
```
! wB97M-V def2-TZVPD RIJCOSX def2/J DEFGRID3
* xyz 1 2
Fe 0.09 -0.09 -0.47
C -1.16 -2.37 0.70
N -0.03 -1.50 1.04
C 1.27 -2.20 0.98
C 2.34 -1.16 0.85
C 3.62 -1.31 1.37
C 4.51 -0.26 1.25
C 4.11 0.91 0.63
C 2.83 0.98 0.13
N 1.97 -0.04 0.21
C -0.21 -0.78 2.32
C -0.49 0.70 2.17
C -0.85 1.44 3.29
C -1.07 2.79 3.15
C -0.92 3.38 1.90
C -0.56 2.58 0.84
N -0.34 1.26 0.97
C -2.28 -1.53 0.15
C -3.61 -1.89 0.25
C -4.57 -1.08 -0.33
C -4.17 0.07 -0.99
C -2.82 0.38 -1.05
N -1.89 -0.41 -0.50
H -1.50 -2.95 1.56
H -0.83 -3.06 -0.08
H 1.27 -2.83 0.09
H 1.43 -2.83 1.86
H 3.89 -2.22 1.88
H 5.52 -0.35 1.64
H 4.77 1.76 0.54
H 2.46 1.87 -0.36
H 0.69 -0.90 2.93
H -1.03 -1.24 2.89
H -0.97 0.95 4.25
H -1.35 3.39 4.01
H -1.09 4.43 1.75
H -0.47 2.96 -0.17
H -3.88 -2.79 0.78
H -5.61 -1.35 -0.27
H -4.89 0.72 -1.46
H -2.44 1.26 -1.55
Cl 2.89 0.05 -2.81
C 1.59 1.27 -2.89
H 1.23 1.24 -3.92
H 2.08 2.23 -2.72
N 0.32 -1.50 -1.75
C 0.10 -1.75 -2.88
N -0.16 -2.09 -4.06
C 0.25 -1.27 -5.04
N 0.57 -0.59 -5.91
N -0.57 1.98 -2.19
C 0.39 1.18 -1.94
H -0.43 2.54 -3.04
*
```

Computed properties:
* strongest force on any atom: 0.32 eV/Å
* E_LUMO (alpha / beta): -0.1080 / -0.1335 Ha
* DFT total energy: -3012.6915 Ha

Record 5
This record from the Open Molecules 2025 dataset describes a molecular structure, C7H6N3O3P at a distorted geometry. The level of theory is ωB97M-V with the def2-TZVPD basis set.

Structure (ORCA input):
```
! wB97M-V def2-TZVPD RIJCOSX def2/J DEFGRID3
* xyz -2 1
C -3.39 -0.67 -0.09
C -2.68 -1.37 0.95
C -2.93 0.37 -0.82
C -1.41 -0.74 1.33
C 0.05 2.00 -0.07
C -1.76 0.99 -0.30
C -0.89 0.38 0.69
N -1.06 2.11 -0.75
N 0.24 1.02 0.87
N 3.17 -0.76 0.18
O 5.83 -1.16 0.05
O 4.89 0.74 -1.37
O 3.52 -1.47 -1.07
P 4.71 -0.42 -0.52
H -4.39 -1.05 -0.32
H -3.16 -2.28 1.23
H -3.47 0.83 -1.59
H -0.89 -1.26 2.11
H 0.97 2.68 -0.37
H 2.66 0.07 -0.12
*
```

Computed properties:
* strongest force on any atom: 5.22 eV/Å
* E_LUMO: 0.2136 Ha
* DFT total energy: -1001.7190 Ha

Record 6
This record from the Open Molecules 2025 dataset describes a molecular structure, C3H5ClO at a distorted geometry. The level of theory is ωB97M-V with the def2-TZVPD basis set.

Structure (ORCA input):
```
! wB97M-V def2-TZVPD RIJCOSX def2/J DEFGRID3
* xyz 0 1
C -0.64 -0.91 0.39
C 0.53 -0.02 0.04
C 0.11 1.30 -0.50
H -0.12 -1.32 1.60
H -1.76 -0.02 0.42
H -0.53 -2.17 -0.73
H 0.93 0.21 0.96
H -0.61 1.87 0.21
O 0.51 2.00 -1.46
Cl 1.59 -0.94 -0.93
*
```

Computed properties:
* strongest force on any atom: 5.39 eV/Å
* E_LUMO: -0.0063 Ha
* DFT total energy: -652.5250 Ha

Record 7
This record from the Open Molecules 2025 dataset describes a gas-phase ion, C4H11N2O (charge +1) at a distorted geometry. The level of theory is ωB97M-V with the def2-TZVPD basis set.

Structure (ORCA input):
```
! wB97M-V def2-TZVPD RIJCOSX def2/J DEFGRID3
* xyz 1 1
O -1.48 -1.38 -1.46
C -1.91 -0.52 -0.65
C -0.81 0.21 0.38
C 0.36 -0.86 0.70
C 1.75 -0.42 0.28
N 2.05 1.08 0.85
N -0.50 1.36 -0.38
H -2.95 -0.10 -0.65
H -1.38 0.43 1.25
H 0.32 -1.10 1.72
H 0.18 -1.83 0.04
H 2.49 -1.02 0.86
H 1.91 -0.35 -0.73
H 1.44 1.72 0.38
H 1.57 0.99 1.75
H 3.03 1.38 0.93
H -0.79 1.29 -1.32
H -1.16 2.08 -0.07
*
```

Computed properties:
* strongest force on any atom: 4.86 eV/Å
* SMILES string: N[C@@H](C=O)CC[NH3+]
* E_LUMO: -0.1264 Ha
* DFT total energy: -343.4591 Ha

Record 8
This record from the Open Molecules 2025 dataset describes 15 unconnected molecules or ions with the total composition F6H28O14P at a distorted geometry. The level of theory is ωB97M-V with the def2-TZVPD basis set.

Structure (ORCA input):
```
! wB97M-V def2-TZVPD RIJCOSX def2/J DEFGRID3
* xyz -1 1
P 0.40 0.70 -0.62
F 0.47 -0.44 -1.78
F 1.83 1.28 -1.05
F -0.35 1.79 -1.54
F 0.30 1.77 0.63
F -1.05 0.17 -0.17
F 1.10 -0.44 0.31
O -2.56 -2.72 -0.55
H -1.59 -2.69 -0.66
H -2.71 -1.93 -0.04
O -2.59 -1.13 1.91
H -3.36 -1.10 2.49
H -2.63 -0.17 1.64
O -3.70 1.04 -1.11
H -3.79 0.21 -1.58
H -2.79 1.31 -1.36
O -3.69 1.50 1.60
H -3.72 1.29 0.65
H -3.06 2.20 1.79
O -1.24 2.35 3.20
H -1.10 1.51 3.62
H -0.52 2.43 2.57
O 0.06 -2.79 1.65
H 0.20 -2.14 0.95
H -0.89 -2.93 1.67
O -3.00 -0.84 -3.43
H -2.58 -1.48 -2.82
H -2.35 -0.53 -4.07
O 0.03 -0.63 3.33
H 0.41 -1.40 3.77
H -0.62 -1.00 2.68
O -0.44 0.22 -4.46
H -0.41 -0.37 -3.68
H -0.48 1.12 -4.12
O 3.76 -2.44 2.27
H 3.26 -2.51 1.44
H 4.54 -1.90 2.00
O 3.83 -0.78 -2.27
H 2.94 -1.13 -2.38
H 3.78 -0.38 -1.40
O 4.71 0.09 1.66
H 3.87 0.62 1.71
H 5.40 0.74 1.70
O 2.40 1.73 2.15
H 1.82 2.01 1.44
H 1.90 1.04 2.60
O 1.32 2.61 -3.99
H 1.18 1.79 -3.50
H 1.72 2.35 -4.84
*
```

Computed properties:
* strongest force on any atom: 1.21 eV/Å
* E_LUMO: 0.0940 Ha
* DFT total energy: -2011.0954 Ha

Q: DFT total energy of number 2 (C12H28Cl18FOP)?
A: -9273.8524 Ha